Entry one
ORCA calculation (wB97M-V/def2-TZVPD) on a cluster of 3 separate species, C4H14NO2 in total.

XYZ file:
```
21
Properties=species:S:1:pos:R:3:lowdin_charge:R:1
C -0.571 -2.625 1.212 -0.11
C 0.081 -1.645 0.259 -0.20
C 0.020 -0.229 0.905 -0.12
C -2.200 0.804 0.886 0.17
N -1.102 0.549 0.310 0.05
H -0.302 -2.493 2.266 0.09
H -0.507 -3.689 1.091 0.07
H -1.676 -2.495 1.171 0.08
H -0.253 -1.518 -0.770 0.11
H 1.146 -1.994 0.157 0.13
H 0.926 0.378 0.959 0.12
H -0.299 -0.245 1.951 0.12
H -2.423 0.585 1.915 0.12
H -3.053 1.234 0.308 0.14
H -1.121 0.623 -0.714 0.13
H 3.399 2.219 -0.976 0.03
H 3.993 1.073 0.047 0.04
O 3.244 1.512 -0.357 -0.06
H 0.423 0.720 -2.989 0.05
H -0.325 2.112 -2.882 0.07
O -0.284 1.200 -2.558 -0.04
```

Properties
HOMO-LUMO gap, eV: 10.01
Charge: +1


Entry two
ORCA calculation (wB97M-V/def2-TZVPD) on a cluster of 2 separate species, C4H14NO2 in total.

XYZ file:
```
21
Properties=species:S:1:pos:R:3:lowdin_charge:R:1
O 1.172 -1.354 -0.957 -0.11
C 1.032 -1.284 0.464 -0.16
C 0.779 0.263 0.556 -0.29
N -0.713 0.515 0.285 -0.01
C -1.138 1.905 0.227 -0.03
C 1.135 0.880 1.898 -0.05
H 2.141 -1.179 -1.046 0.12
H 2.052 -1.773 0.847 0.19
H 0.214 -1.886 0.674 0.09
H 1.360 0.732 -0.237 0.15
H -0.858 0.077 -0.679 0.13
H -1.405 -0.057 0.984 0.26
H -2.070 1.996 -0.248 0.08
H -0.247 2.556 -0.265 0.17
H -1.233 2.310 1.210 0.09
H 2.185 0.781 2.158 0.09
H 1.141 1.944 1.832 0.06
H 0.508 0.611 2.786 0.11
H -1.651 -0.955 -3.041 0.13
H -2.005 -1.746 -1.756 0.04
O -1.921 -0.846 -2.053 -0.07
```

Properties
HOMO-LUMO gap, eV: 11.36
Charge: +1


Computed energies relative to the best structure, in kcal/mol: entry one 0.0; entry two 9.9


Entry one
ORCA calculation (wB97M-V/def2-TZVPD) on a cluster of 2 separate species, C3H12NO2 in total.

XYZ file:
```
18
Properties=species:S:1:pos:R:3:lowdin_charge:R:1
C 0.686 0.123 -0.885 -0.19
O 0.626 -0.182 -2.285 -0.06
C -0.423 -0.582 -0.155 -0.32
C -0.750 -0.040 1.224 -0.04
N -1.658 -0.496 -1.019 0.23
H 1.678 -0.006 -0.470 0.14
H 0.497 1.200 -0.918 0.14
H 1.142 -0.946 -2.569 0.11
H -0.213 -1.646 -0.045 0.16
H 0.094 -0.235 1.887 0.08
H -1.637 -0.543 1.610 0.09
H -0.901 1.033 1.343 0.10
H -1.947 0.463 -1.228 0.19
H -1.411 -0.847 -1.956 0.16
H -2.358 -1.119 -0.649 0.17
H 2.357 0.685 2.567 0.05
H 2.279 1.664 1.336 0.03
O 1.938 1.473 2.211 -0.04
```

Properties
HOMO-LUMO gap, eV: 11.34
Charge: +1


Entry two
ORCA calculation (wB97M-V/def2-TZVPD) on a cluster of 2 separate species, C3H12NO2 in total.

XYZ file:
```
18
Properties=species:S:1:pos:R:3:lowdin_charge:R:1
O 1.048 -1.272 1.481 -0.07
C 1.372 -1.522 0.114 -0.19
C 0.996 -0.257 -0.681 -0.09
N -0.064 0.523 0.024 -0.02
C 0.045 1.995 -0.170 0.02
H 1.074 -2.094 1.982 0.12
H 0.795 -2.378 -0.251 0.13
H 2.431 -1.703 0.023 0.12
H 1.860 0.376 -0.792 0.13
H 0.618 -0.466 -1.686 0.15
H -0.990 0.239 -0.320 0.12
H 0.000 0.269 1.013 0.15
H 0.116 2.196 -1.230 0.10
H -0.871 2.443 0.190 0.10
H 0.965 2.346 0.291 0.11
H -3.533 -0.081 -0.681 0.08
H -3.049 -0.571 0.731 0.07
O -2.814 -0.044 -0.038 -0.03
```

Properties
HOMO-LUMO gap, eV: 12.08
Charge: +1


Computed energies relative to the best structure, in kcal/mol: entry one 11.4; entry two 0.0


Entry one
ORCA calculation (wB97M-V/def2-TZVPD) on a cluster of 2 separate species, C3H12NO2 in total.

XYZ file:
```
18
Properties=species:S:1:pos:R:3:lowdin_charge:R:1
C -0.322 0.369 1.053 -0.13
C -0.962 1.474 0.229 -0.16
C -1.572 0.949 -1.079 -0.18
O -0.456 0.385 -1.844 -0.10
N 0.949 -0.137 0.420 0.17
H -1.001 -0.488 1.001 0.13
H -0.201 0.457 2.122 0.13
H -1.811 1.891 0.762 0.13
H -0.326 2.313 0.002 0.12
H -2.221 0.074 -1.011 0.13
H -2.037 1.818 -1.519 0.12
H -0.449 0.677 -2.761 0.10
H 0.908 -0.013 -0.602 0.13
H 1.048 -1.155 0.641 0.11
H 1.785 0.283 0.819 0.17
H 2.185 -3.373 1.252 0.07
H 2.346 -2.927 -0.181 0.07
O 2.137 -2.595 0.695 -0.03
```

Properties
HOMO-LUMO gap, eV: 11.82
Charge: +1


Entry two
ORCA calculation (wB97M-V/def2-TZVPD) on a cluster of 3 separate species, C3H12NO2 in total.

XYZ file:
```
18
Properties=species:S:1:pos:R:3:lowdin_charge:R:1
C 1.980 0.922 -1.257 -0.06
C 0.972 0.122 -0.404 -0.08
C 1.226 -0.909 0.506 -0.10
N 0.442 -1.045 1.757 0.16
H 1.455 1.473 -2.054 0.08
H 2.473 1.707 -0.744 0.07
H 2.628 0.174 -1.760 0.10
H -0.245 0.204 -0.473 0.12
H 1.982 -1.677 0.289 0.12
H 0.914 -0.420 2.422 0.17
H -0.573 -0.713 1.651 0.12
H 0.402 -1.948 2.176 0.15
H -2.226 0.172 0.398 0.03
H -2.628 0.165 1.871 0.07
O -1.895 0.361 1.292 -0.04
H -1.994 1.214 -1.933 0.08
H -2.764 -0.124 -2.167 0.07
O -2.151 0.323 -1.570 -0.06
```

Properties
HOMO-LUMO gap, eV: 9.98
Charge: +1


Computed energies relative to the best structure, in kcal/mol: entry one 0.0; entry two 42.0